[1]
Computed, not measured: 2 unconnected molecules or ions with the total composition C24H26N3 at a distorted geometry, with wB97M-V/def2-TZVPD.

The geometry in ORCA input format:
```
! wB97M-V def2-TZVPD RIJCOSX def2/J DEFGRID3
* xyz 1 1
C 0.7641 4.2071 -2.4157
N 1.2063 2.8545 -2.1505
C 0.6920 2.0173 -1.2177
C 1.4585 0.8189 -1.1860
C 1.2231 -0.2256 -0.2997
C 1.9691 -1.4580 -0.3122
C 2.1827 -2.1602 -1.5274
C 2.9459 -3.3165 -1.5602
C 3.5643 -3.7887 -0.3986
C 4.4526 -4.9846 -0.4818
C 3.3633 -3.1148 0.8127
C 2.5397 -2.0005 0.8717
C 2.5444 1.0050 -2.1839
C 3.7204 0.3522 -2.5395
C 4.5351 0.8960 -3.5513
C 4.2629 2.1468 -4.1178
C 3.1315 2.8694 -3.7107
C 2.3004 2.2617 -2.7850
H 1.4105 4.6061 -3.1972
H -0.2780 4.2208 -2.7614
H 0.8513 4.8441 -1.5231
H -0.1727 2.2787 -0.6084
H 0.5092 -0.0413 0.5113
H 1.7112 -1.7752 -2.4375
H 3.0878 -3.8453 -2.5036
H 4.7939 -5.2665 0.5106
H 3.9230 -5.8345 -0.9162
H 5.3336 -4.8088 -1.1057
H 3.8737 -3.4723 1.7076
H 2.3416 -1.4833 1.8146
H 4.0084 -0.5570 -2.0106
H 5.4092 0.3383 -3.8880
H 4.9196 2.5700 -4.8702
H 2.8881 3.8600 -4.0829
C -6.7939 1.2411 3.3720
N -5.4478 0.7718 3.6037
C -4.9617 1.0538 4.9334
C -4.6719 0.1705 2.6469
C -3.2611 0.1021 2.7901
C -2.4996 -0.4396 1.7455
N -3.0309 -0.9602 0.6360
C -4.3689 -1.0233 0.5582
C -5.2325 -0.4264 1.4863
H -7.0367 1.2190 2.3063
H -7.5204 0.6247 3.9241
H -6.8692 2.2748 3.7435
H -4.0179 0.5346 5.1091
H -4.8138 2.1349 5.0752
H -5.7030 0.7030 5.6638
H -2.7471 0.4928 3.6678
H -1.4059 -0.4574 1.8209
H -4.7759 -1.5721 -0.2886
H -6.3083 -0.4581 1.3200
*
```

LUMO energy ... -4.736 eV
Orbital gap ... 5.2 eV
Total energy ... -29773.4704 eV



[2]
Computed, not measured: a single C24H26N4O3 molecule, with wB97M-V/def2-TZVPD.

The geometry in ORCA input format:
```
! wB97M-V def2-TZVPD RIJCOSX def2/J DEFGRID3
* xyz 0 1
C 7.0448 -4.8156 -1.7520
C 6.5194 -3.6096 -1.6650
C 6.1542 -2.9521 -0.3682
N 4.7172 -2.6810 -0.3178
C 3.9167 -3.6964 0.1678
O 4.3515 -4.7456 0.5794
N 2.5677 -3.4325 0.1762
C 1.9906 -2.2708 -0.2737
C 0.6111 -2.0817 -0.2415
C 0.0665 -0.8949 -0.7057
C 0.8945 0.1018 -1.2243
C 2.2599 -0.0762 -1.2430
C 2.8221 -1.2591 -0.7649
C 4.2755 -1.4539 -0.7963
O 5.0595 -0.6216 -1.1982
H 2.9237 0.6814 -1.6299
H 0.4527 1.0039 -1.6159
C -1.4241 -0.7245 -0.7764
O -1.9851 -0.6630 -1.8546
N -2.0920 -0.6844 0.3971
C -1.4953 -0.5898 1.7064
H -1.8876 -1.4075 2.3228
C -1.8396 0.7718 2.3641
N -3.0812 1.3369 1.8787
C -3.0223 2.4020 0.9455
C -1.9686 2.5607 0.0529
C -1.9283 3.6123 -0.8512
C -2.9717 4.5252 -0.8521
C -4.0124 4.3912 0.0482
C -4.0568 3.3469 0.9588
C -5.1807 3.2699 1.9489
H -6.0481 2.7665 1.5197
H -4.8670 2.7251 2.8357
H -5.4920 4.2717 2.2369
H -4.8082 5.1227 0.0538
H -2.9670 5.3487 -1.5510
C -0.7920 3.7255 -1.8224
H -0.8018 4.6921 -2.3197
H -0.8768 2.9499 -2.5846
H 0.1647 3.6028 -1.3164
H -1.1587 1.8459 0.0437
C -4.0264 0.2893 1.5567
H -4.9944 0.7240 1.3134
C -3.5394 -0.5494 0.3637
H -4.0055 -1.5423 0.3750
H -3.7927 -0.0621 -0.5818
H -4.1436 -0.3373 2.4465
H -1.0365 1.4928 2.2112
H -1.9432 0.6146 3.4462
H -0.4144 -0.7037 1.6318
H -0.0290 -2.8677 0.1330
H 1.9802 -4.1803 0.5197
H 6.4032 -3.5974 0.4754
H 6.6596 -1.9864 -0.2805
H 6.3062 -3.0217 -2.5478
H 7.2948 -5.2604 -2.7000
H 7.2461 -5.4066 -0.8742
*
```

LUMO energy ... 0.038 eV
Orbital gap ... 8.2 eV
Total energy ... -37414.5874 eV
Structure (SMILES) ... C=CCn1c(=O)[nH]c2cc(C(=O)N3CCN(c4cc(C)ccc4C)CC3)ccc2c1=O



[3]
Computed, not measured: a molecular structure, C24H26N4SiSn at a distorted geometry, with wB97M-V/def2-TZVPD.

The geometry in ORCA input format:
```
! wB97M-V def2-TZVPD RIJCOSX def2/J DEFGRID3
* xyz 0 1
C 0.7929 2.4836 4.2760
C 1.1633 3.0609 3.0437
C 0.1178 2.8325 2.1068
H 2.0384 3.6918 2.8628
C -0.9234 2.0643 2.7953
C -0.4732 1.8889 4.1544
H -1.0843 1.5007 4.9744
H 1.3466 2.5757 5.2136
H -0.0111 3.3173 1.1375
H -1.9458 1.9457 2.4373
Sn 0.4598 0.3640 1.8824
C -0.0479 -0.1711 -0.2037
H -0.9821 0.2575 -0.5820
H -0.1293 -1.2525 -0.0515
H 0.8220 0.0680 -0.8328
Si -0.3400 -1.1472 -2.9864
C 1.3952 -0.9578 -3.6082
C 2.0803 0.2644 -3.4860
H 1.5853 1.1341 -3.0455
C 3.4005 0.3793 -3.9394
H 3.9350 1.3206 -3.8118
C 4.0335 -0.7020 -4.5603
H 5.0656 -0.6130 -4.9086
C 3.3317 -1.9007 -4.7374
H 3.8153 -2.7358 -5.2454
C 2.0230 -2.0335 -4.2648
H 1.4733 -2.9661 -4.4121
C -1.3854 0.2610 -3.5943
C -1.1397 0.8752 -4.8383
H -0.3629 0.4864 -5.5012
C -1.8890 1.9880 -5.2361
H -1.6812 2.4715 -6.1902
C -2.9014 2.4908 -4.4126
H -3.4606 3.3835 -4.7029
C -3.1980 1.8361 -3.2113
H -4.0051 2.2063 -2.5780
C -2.4688 0.7095 -2.8150
H -2.7405 0.1727 -1.9009
H -0.5395 -1.7277 -1.6429
H -0.9377 -2.3760 -3.6028
N 0.7232 -2.0920 5.4914
C 1.9537 -1.5360 5.8245
C 2.2470 -0.6297 4.8504
N 1.2397 -0.6571 3.8971
C 0.3100 -1.5228 4.3298
C -0.9539 -1.6981 3.6420
N -1.3090 -0.9495 2.5845
C -2.5626 -1.3900 2.1697
C -2.9405 -2.4358 2.9609
N -1.9280 -2.6084 3.9008
H 0.1924 -2.8255 5.9669
H 2.4922 -1.8388 6.7065
H 3.0885 0.0524 4.7596
H -3.1004 -0.9234 1.3552
H -3.8093 -3.0676 2.9549
H -1.8760 -3.3244 4.6243
*
```

LUMO energy ... -0.219 eV
Orbital gap ... 4.7 eV
Total energy ... -44974.9403 eV



[4]
Computed, not measured: a single C24H26N8O2S molecule at a distorted geometry, with wB97M-V/def2-TZVPD.

The geometry in ORCA input format:
```
! wB97M-V def2-TZVPD RIJCOSX def2/J DEFGRID3
* xyz 0 1
C 6.4100 -1.4135 -3.0907
C 5.0570 -1.8151 -2.5951
C 3.9813 -0.9356 -2.6862
C 2.7241 -1.3127 -2.2501
C 2.5467 -2.5769 -1.7226
C 3.5958 -3.4692 -1.6212
C 4.8495 -3.0845 -2.0615
H 5.6770 -3.7747 -1.9932
H 3.4103 -4.4509 -1.2151
S 0.9350 -3.0376 -1.1050
O -0.0766 -2.3056 -1.8220
O 0.8135 -4.4619 -1.0327
C 0.9861 -2.3609 0.6285
N -0.1556 -2.7849 1.3432
C -1.4458 -2.3426 1.2871
N -2.1467 -3.0801 2.1122
N -1.3060 -3.9529 2.6551
N -0.1322 -3.7993 2.2182
C -1.8798 -1.2306 0.3979
N -0.9255 -0.1241 0.5604
C -1.0631 0.6121 1.8059
C 0.1517 1.5286 1.9762
N 0.2738 2.3996 0.8341
C 0.0023 3.7173 0.9100
N -0.0107 4.4139 -0.2367
C -0.2283 5.7101 -0.1433
C -0.4375 6.3529 1.0686
C -0.4055 5.5397 2.1929
N -0.1905 4.2415 2.1295
H -0.5595 5.9367 3.1889
H -0.6154 7.4124 1.1323
H -0.2352 6.2484 -1.0834
C 0.3261 1.7045 -0.4280
H 0.3462 2.4453 -1.2266
C -0.8902 0.7854 -0.5711
H -0.7990 0.1936 -1.4842
H -1.8016 1.4022 -0.6308
H 1.2451 1.1059 -0.4550
H 0.0464 2.1443 2.8686
H 1.0625 0.9225 2.0513
H -1.1050 -0.0972 2.6351
H -1.9788 1.2248 1.8227
C -3.3276 -0.8285 0.5706
C -3.9392 -0.7565 1.8156
C -5.2464 -0.3153 1.9269
C -5.9544 0.0674 0.8010
C -5.3525 -0.0035 -0.4435
C -4.0479 -0.4495 -0.5567
H -3.5854 -0.5145 -1.5317
H -5.9000 0.2850 -1.3288
H -6.9736 0.4133 0.8914
H -5.7129 -0.2710 2.8998
H -3.4060 -1.0705 2.6983
H -1.7429 -1.5940 -0.6294
H 1.8777 -2.7662 1.1027
H 0.9936 -1.2744 0.5387
H 1.8749 -0.6524 -2.3298
H 4.1312 0.0487 -3.1042
H 6.5213 -1.7102 -4.1338
H 6.5432 -0.3363 -3.0321
H 7.1949 -1.9020 -2.5189
*
```

LUMO energy ... 0.232 eV
Orbital gap ... 8.6 eV
Total energy ... -52159.8645 eV
Structure (SMILES) ... Cc1ccc(S(=O)(=O)Cn2nnnc2[C@@H](c2ccccc2)N2CCN(c3ncccn3)CC2)cc1